(1)
ORCA calculation (ωB97M-V/def2-TZVPD) on C17H26N2OS2 as an isolated structure at a distorted geometry.

Each line ends with the Mulliken charge.
Geometry (Å):
C 0.977 -4.511 1.255  -1.627
H 0.972 -3.968 2.065  0.453
C -0.402 -4.510 0.503  -0.822
C -0.722 -2.908 0.103  -0.685
C -2.160 -2.624 -0.749  -0.785
C -3.268 -2.837 0.308  -0.581
C -3.487 -1.762 1.542  -0.996
C -3.629 -0.471 0.736  -1.185
C -2.335 0.383 0.824  -0.116
H -2.231 0.722 1.920  0.410
H -1.325 -0.262 0.542  -0.134
S -2.452 1.876 -0.270  0.205
O -2.948 1.394 -1.613  -0.675
C -0.795 2.253 -0.055  0.429
C 0.115 1.970 -1.086  -0.228
N -0.030 1.072 -1.806  -0.083
H 0.352 1.176 -2.699  0.324
H -1.058 0.900 -2.035  0.267
C 1.399 2.447 -0.712  0.145
C 2.723 2.495 -1.115  1.098
C 3.682 3.313 -0.766  -0.921
C 3.579 4.141 0.567  0.726
N 2.326 4.121 1.035  -0.604
C 1.352 3.477 0.632  0.260
S -0.226 3.369 0.878  -0.619
C 4.474 4.863 1.009  -1.187
H 4.744 5.741 0.283  0.270
H 5.431 4.184 1.313  0.269
H 4.142 5.587 1.969  0.280
H 4.615 3.229 -1.013  0.528
C 3.029 1.529 -2.448  -2.245
H 2.584 0.636 -2.324  0.497
H 2.483 1.933 -3.275  0.443
H 3.934 1.664 -2.591  0.581
H -4.021 -0.439 -0.171  0.856
H -4.287 -0.131 1.470  0.360
H -2.644 -1.963 1.904  0.539
H -4.309 -2.225 2.187  0.365
H -4.063 -2.924 -0.389  0.432
H -3.015 -3.917 0.781  0.351
H -2.120 -3.445 -1.267  0.548
H -1.876 -1.651 -0.822  0.201
H -0.609 -2.153 1.046  0.172
H 0.061 -2.416 -0.501  0.552
H -1.025 -4.626 1.156  0.569
H -0.578 -5.053 -0.356  0.497
H 1.055 -5.503 1.506  0.509
H 1.586 -4.175 0.528  0.359

## Properties
**HOMO**: -7.41 eV
**Total charge**: 0
**2S+1**: 1
**Energy relative to the best compared isomer or geometry (same formula, charge and spin)**: 1630.7 kJ/mol

=====

(2)
ORCA calculation (ωB97M-V/def2-TZVPD) on a single C17H26N4O3 molecule.

Each line ends with the Mulliken charge.
Geometry (Å):
C -2.260 1.853 3.553  -1.065
N -1.003 2.384 3.055  -0.031
C -0.321 3.118 4.113  -0.555
C 0.956 3.775 3.618  -0.763
C 1.892 2.725 3.035  -0.815
C 1.155 1.920 1.975  -0.678
C -0.149 1.332 2.529  -0.002
C -0.831 0.593 1.376  0.051
O -1.624 1.162 0.644  -0.668
N -0.507 -0.718 1.162  0.379
C -1.091 -1.326 -0.026  -1.476
C -0.483 -0.790 -1.324  -0.124
C -0.659 -1.786 -2.450  0.348
O -0.408 -2.970 -2.304  -0.692
N -1.099 -1.268 -3.628  -0.223
C -1.237 -2.076 -4.822  -0.715
C -0.247 -1.706 -5.873  0.654
N -0.476 -1.153 -7.014  -0.587
C 0.781 -1.009 -7.589  -0.296
C 1.706 -1.489 -6.740  -0.220
O 1.060 -1.945 -5.627  -0.271
C 0.587 -1.407 1.808  -0.040
C 0.545 -2.877 2.088  -0.781
C 1.493 -2.335 1.047  -0.648
H -2.817 1.385 2.745  0.263
H -2.107 1.116 4.361  0.342
H -2.862 2.670 3.951  0.396
H -1.013 3.873 4.492  0.462
H -0.081 2.447 4.962  0.351
H 0.701 4.509 2.849  0.330
H 1.434 4.310 4.441  0.397
H 2.784 3.188 2.608  0.350
H 2.230 2.055 3.834  0.344
H 0.886 2.564 1.133  0.416
H 1.786 1.117 1.584  0.312
H 0.084 0.622 3.343  0.470
H -0.939 -2.401 0.017  0.462
H -2.163 -1.135 -0.017  0.399
H -0.902 0.187 -1.560  0.428
H 0.595 -0.665 -1.189  0.258
H -1.285 -0.282 -3.684  0.263
H -1.095 -3.112 -4.515  0.356
H -2.231 -1.965 -5.254  0.302
H 0.917 -0.572 -8.563  0.375
H 2.776 -1.584 -6.755  0.389
H 1.074 -0.810 2.559  0.548
H 0.942 -3.218 3.033  0.291
H -0.304 -3.441 1.729  0.219
H 1.256 -2.565 0.017  0.202
H 2.551 -2.303 1.271  0.293

## Properties
**Structure (SMILES)**: CN1CCCC[C@@H]1C(=O)N(CCC(=O)NCc1ncco1)C1CC1
**HOMO**: -8.63 eV
**Total charge**: 0
**2S+1**: 1
**Energy relative to the best compared isomer or geometry (same formula, charge and spin)**: 204.5 kJ/mol

=====

(3)
ORCA calculation (ωB97M-V/def2-TZVPD) on a single C17H26N4OS molecule.

Each line ends with the Mulliken charge.
Geometry (Å):
C -5.889 -1.306 -1.618  -1.081
H -6.425 -1.556 -2.530  0.379
H -6.272 -1.918 -0.806  0.320
H -6.072 -0.260 -1.381  0.309
C -4.395 -1.561 -1.804  -0.539
N -3.661 -1.269 -0.602  0.887
C -3.286 -0.059 -0.140  -0.756
C -2.673 -0.258 1.081  0.983
C -2.732 -1.652 1.260  -0.677
N -3.332 -2.239 0.243  -1.047
H -2.369 -2.234 2.084  0.566
C -2.014 0.756 1.962  -1.479
N -0.596 0.966 1.687  0.087
C -0.344 1.497 0.360  -0.778
H -0.944 2.403 0.240  0.505
C 1.146 1.851 0.247  0.216
N 1.997 0.675 0.446  -0.118
C 1.695 0.126 1.760  -1.380
C 0.212 -0.213 1.945  -0.338
H 0.041 -0.526 2.977  0.478
H -0.061 -1.054 1.285  0.202
H 2.301 -0.769 1.916  0.564
H 1.983 0.876 2.502  0.450
C 1.948 -0.336 -0.614  -0.184
C 2.994 -1.385 -0.390  -0.359
C 2.732 -2.665 -0.011  -0.152
S 4.160 -3.608 0.156  -0.190
C 5.131 -2.259 -0.291  -0.274
C 4.388 -1.157 -0.551  -1.122
H 4.800 -0.213 -0.858  0.469
H 6.196 -2.373 -0.336  0.458
H 1.779 -3.119 0.178  0.445
H 0.966 -0.824 -0.698  0.388
H 2.168 0.161 -1.561  0.509
C 1.463 2.631 -1.032  -0.967
H 0.764 3.466 -1.106  0.457
H 1.328 2.007 -1.916  0.328
C 2.887 3.197 -1.006  -0.634
O 3.877 2.208 -0.943  -0.582
H 3.613 1.594 -0.235  0.484
H 2.980 3.882 -0.148  0.310
H 3.080 3.767 -1.919  0.397
H 1.373 2.511 1.097  0.241
H -0.628 0.793 -0.441  0.235
H -2.097 0.445 3.007  0.456
H -2.510 1.724 1.847  0.433
H -3.476 0.840 -0.692  0.479
H -4.221 -2.615 -2.033  0.310
H -4.003 -0.945 -2.619  0.312

## Properties
**Structure (SMILES)**: CCn1cc(CN2CCN(Cc3ccsc3)[C@@H](CCO)C2)cn1
**HOMO**: -8.33 eV
**Total charge**: 0
**2S+1**: 1
**Energy relative to the best compared isomer or geometry (same formula, charge and spin)**: 271.3 kJ/mol

=====

(4)
ORCA calculation (ωB97M-V/def2-TZVPD) on a 2-piece molecular cluster, C17H26N6O3S overall at a distorted geometry.

Each line ends with the Mulliken charge.
Geometry (Å):
O -3.450 2.511 -3.489  -0.719
O 2.632 -4.681 0.599  -0.641
O -0.313 -3.116 -2.875  -0.704
N 0.938 4.435 2.563  -0.970
S 1.144 -0.222 2.126  -0.129
C -2.731 2.781 -2.534  0.398
C 2.753 -4.200 -0.520  0.739
C -0.612 -3.456 -1.735  -0.078
C 0.439 4.556 1.354  -0.607
C -1.584 4.372 -1.048  -0.840
C -1.210 3.232 -0.191  0.761
C -0.466 3.460 1.051  0.644
C -2.341 4.176 -2.186  0.454
C -1.591 1.950 -0.560  -0.633
C -0.477 2.695 2.178  -1.003
N -2.722 5.286 -2.956  -0.522
N -2.319 1.735 -1.740  -0.026
N -1.845 -3.906 -1.479  -0.122
N 0.381 3.304 3.081  0.753
N 1.778 -3.536 -1.138  -0.159
C 1.998 0.774 0.870  -0.841
C 4.051 -4.348 -1.276  -1.302
C -2.362 -4.400 -0.202  -0.806
C 0.691 2.782 4.415  -0.770
C 1.181 -1.849 1.334  -0.783
C 0.304 -1.968 0.082  -0.332
C 0.423 -3.339 -0.604  -0.121
H 0.685 5.360 0.669  0.442
H -1.285 5.376 -0.771  0.290
H -1.317 1.110 0.073  0.245
H -1.040 1.783 2.347  0.569
H -3.391 5.098 -3.708  0.236
H -2.740 6.204 -2.515  0.203
H -2.637 0.811 -2.012  0.218
H -2.458 -3.936 -2.281  0.308
H 1.940 -3.216 -2.081  0.271
H 2.179 1.774 1.265  0.324
H 2.953 0.312 0.619  0.462
H 1.383 0.857 -0.026  0.179
H 4.487 -3.364 -1.434  0.322
H 4.733 -4.962 -0.690  0.334
H 3.859 -4.828 -2.234  0.356
H -2.284 -3.629 0.567  0.232
H -1.803 -5.283 0.115  0.297
H -3.413 -4.677 -0.311  0.337
H 1.366 1.925 4.336  0.282
H -0.225 2.472 4.925  0.289
H 1.178 3.556 5.017  0.294
H 2.217 -2.065 1.076  0.261
H 0.854 -2.594 2.059  0.414
H -0.732 -1.802 0.377  0.221
H 0.580 -1.195 -0.635  0.232
H 0.221 -4.115 0.134  0.741

## Properties
**Structure (SMILES)**: Cn1cc(-c2c[nH]c(=O)c(N)c2)cn1.CNC(=O)[C@H](CCSC)NC(C)=O
**HOMO**: -7.40 eV
**Total charge**: 0
**2S+1**: 1
**Energy relative to the best compared isomer or geometry (same formula, charge and spin)**: 160.7 kJ/mol

=====

- total charge of number 3 (C17H26N4OS)?
  0